# 1
DFT (the ωB97M-V functional and the def2-TZVPD basis) results for a molecular structure, C34H40As2N6NaO12S.

Last column: Mulliken charge in e.
Positions of all 96 atoms, in Å:
Na1 0.43 0.35 0.89  1.1705
O1 -0.50 -0.62 2.36  -0.6242
N1 -1.40 0.24 2.77  0.2282
C1 -1.13 1.02 3.84  -0.1723
C2 -2.05 1.89 4.37  -0.9153
C3 -3.30 1.98 3.76  -0.1225
C4 -3.57 1.21 2.66  -0.8695
C5 -2.63 0.31 2.12  0.2975
S1 -2.95 -0.69 0.81  -0.2705
H1 -0.13 0.89 4.24  0.3910
H2 -1.79 2.48 5.23  0.4312
H3 -4.06 2.65 4.16  0.3671
H4 -4.54 1.25 2.17  0.3678
C6 3.98 -0.61 1.80  -1.1572
C7 3.33 -1.14 0.54  0.6555
O2 2.84 -0.41 -0.31  -0.3973
N2 3.40 -2.49 0.41  -0.1382
C8 2.62 -3.20 -0.58  -0.4025
C9 1.39 -3.78 0.07  0.5612
C10 1.10 -5.14 0.05  -1.0456
C11 -0.05 -5.58 0.70  -0.2475
C12 -0.86 -4.65 1.33  -0.9933
C13 -0.48 -3.31 1.30  -0.1821
N3 0.62 -2.90 0.69  0.3770
H5 3.19 -0.30 2.47  0.1294
H6 4.58 0.27 1.56  0.3110
H7 4.61 -1.36 2.28  0.4527
H8 3.62 -3.02 1.24  0.2530
H9 3.22 -3.97 -1.06  0.3196
H10 2.32 -2.45 -1.32  -0.0273
H11 1.75 -5.84 -0.46  0.3803
H12 -0.30 -6.63 0.70  0.3811
H13 -1.77 -4.95 1.83  0.4442
H14 -1.08 -2.53 1.76  0.3390
C14 0.28 4.26 -0.49  -1.4928
C15 0.78 2.91 -0.95  1.0827
C16 1.66 2.89 -2.17  -1.3692
O3 0.45 1.91 -0.37  -0.3088
H15 0.74 5.08 -1.04  0.3916
H16 0.47 4.37 0.58  0.2914
H17 -0.81 4.28 -0.64  0.2364
H18 2.39 3.70 -2.14  0.5888
H19 1.01 3.02 -3.04  0.4336
H20 2.14 1.92 -2.26  0.0820
C17 -4.50 2.19 -1.71  -0.3955
O4 -3.99 1.31 -2.70  -0.2914
C18 -2.68 1.03 -2.57  -0.0470
O5 -1.97 1.72 -1.84  -0.6250
C19 -2.15 -0.02 -3.42  0.2839
C20 -2.83 -0.93 -4.23  0.5109
As1 -1.99 -1.88 -5.74  -0.2118
C21 -2.85 -0.74 -7.11  -1.1792
C22 -0.24 -1.00 -5.91  0.4121
C23 0.36 -0.22 -4.99  -0.1534
As2 -0.21 -0.12 -3.08  1.0640
C24 -0.19 -2.08 -2.78  -0.7098
C25 1.62 0.51 -5.18  0.2703
O6 2.53 0.49 -4.39  -0.6110
O7 1.63 1.33 -6.26  -0.3016
C26 2.82 2.09 -6.44  -0.8565
C27 0.39 -1.45 -7.15  0.2805
O8 -0.15 -2.15 -7.98  -0.6008
O9 1.70 -1.12 -7.32  -0.1769
C28 2.29 -1.61 -8.50  -0.8259
C29 -4.20 -1.36 -4.10  0.0461
O10 -5.09 -1.06 -3.34  -0.7015
O11 -4.47 -2.38 -5.04  -0.2838
C30 -5.75 -2.95 -4.94  -0.8045
H21 -5.58 2.24 -1.87  0.2331
H22 -4.06 3.18 -1.79  0.2212
H23 -4.28 1.79 -0.72  0.0270
H24 -3.91 -0.98 -7.17  0.3535
H25 -2.38 -0.94 -8.08  0.3623
H26 -2.72 0.31 -6.85  0.3374
H27 -1.03 -2.57 -3.27  0.4429
H28 -0.27 -2.23 -1.70  -0.1593
H29 0.74 -2.51 -3.14  0.3417
H30 2.96 2.23 -7.51  0.2903
H31 3.67 1.58 -6.00  0.3475
H32 2.71 3.06 -5.95  0.2917
H33 3.30 -1.20 -8.53  0.2535
H34 1.74 -1.29 -9.39  0.3259
H35 2.33 -2.70 -8.50  0.2761
H36 -5.81 -3.72 -5.71  0.2293
H37 -6.53 -2.20 -5.10  0.2876
H38 -5.90 -3.39 -3.95  0.2830
N4 3.24 2.61 0.89  0.0156
C31 2.62 2.41 2.11  0.2664
O12 1.72 1.56 2.19  -0.4280
C32 3.07 3.22 3.20  0.3845
C33 4.15 4.10 3.05  -0.2024
N5 5.06 4.81 2.92  -0.7176
C34 2.52 3.10 4.49  0.0684
N6 2.10 3.03 5.57  -0.7428
H39 3.12 1.85 0.24  0.0424
H40 4.13 3.07 0.90  0.2488

As for the spin multiplicity: 2. The calculation puts the HOMO-LUMO gap (alpha / beta) at 4.41 / 5.59 eV. As for the calculated total energy: -206347.547 eV. The energy above the lowest of the compared OMol25 structures with the same formula, charge and spin is 20.34 kcal/mol. As for the LUMO energy (alpha / beta): 3.51 / 3.51 eV. As for the net charge: -2. The largest force on an atom is 1.4 eV Å⁻¹.



# 2
DFT (the ωB97M-V functional and the def2-TZVPD basis) results for 2 unconnected molecules or ions with the total composition C34H40NO2.

Last column: Mulliken charge in e.
Positions of all 77 atoms, in Å:
C1 -4.45 0.93 0.31  -0.7923
C2 -4.78 1.49 1.70  -0.9002
C3 -3.52 2.06 2.37  -0.7539
N1 -2.38 1.11 2.37  0.0654
C4 -1.31 1.36 3.28  0.4565
C5 -0.29 0.49 3.40  -0.6240
C6 0.93 0.72 4.23  -0.2575
C7 0.79 1.88 5.23  -0.9823
C8 0.05 3.06 4.60  -0.9518
C9 -1.34 2.63 4.10  -0.5579
C10 -2.10 0.43 1.08  -0.2091
C11 -3.36 -0.14 0.42  -0.6218
H1 -5.35 0.55 -0.19  0.3554
H2 -4.08 1.75 -0.32  0.3219
H3 -5.56 2.26 1.64  0.3798
H4 -5.19 0.69 2.33  0.3412
H5 -3.21 2.97 1.85  0.3726
H6 -3.75 2.34 3.40  0.4531
H7 -0.35 -0.44 2.88  0.6156
H8 1.19 -0.21 4.76  0.4341
H9 1.78 0.92 3.56  -0.0087
H10 0.23 1.53 6.11  0.3494
H11 1.77 2.20 5.60  0.3780
H12 -0.04 3.90 5.31  0.3782
H13 0.63 3.45 3.75  0.2911
H14 -1.78 3.44 3.50  0.3753
H15 -2.01 2.49 4.95  0.3362
H16 -1.62 1.15 0.42  0.1654
H17 -1.37 -0.37 1.24  0.1663
H18 -3.73 -0.98 1.02  0.3876
H19 -3.13 -0.56 -0.57  0.0639
C12 0.86 4.40 -5.96  -0.8323
O1 0.65 4.41 -4.57  -0.4269
C13 0.76 3.17 -3.95  0.9120
C14 0.55 3.11 -2.56  -0.8880
C15 0.66 1.94 -1.86  -0.2274
C16 0.95 0.74 -2.53  -0.1224
C17 1.10 -0.52 -1.80  0.4761
C18 1.85 -0.54 -0.60  -1.0188
C19 1.99 -1.63 0.20  -0.1598
C20 2.80 -1.68 1.38  0.7202
C21 2.93 -2.90 2.06  -0.5957
C22 3.76 -3.01 3.15  -0.6625
C23 4.47 -1.91 3.60  -0.4444
C24 4.34 -0.70 2.95  -0.6579
C25 3.52 -0.58 1.86  -0.2590
C26 0.46 -1.74 -2.34  -0.1804
C27 -0.90 -1.71 -2.71  -0.0855
C28 -1.52 -2.81 -3.21  -0.8835
C29 -0.82 -4.01 -3.41  0.9543
O2 -1.52 -5.08 -3.94  -0.4350
C30 -0.78 -6.27 -4.10  -0.8291
C31 0.55 -4.04 -3.08  -0.4465
C32 1.16 -2.94 -2.54  -1.0673
C33 1.14 0.79 -3.92  -0.9758
C34 1.08 1.97 -4.60  -0.3503
H20 0.70 5.41 -6.33  0.2475
H21 1.88 4.09 -6.18  0.3462
H22 0.15 3.73 -6.44  0.3528
H23 0.30 4.03 -2.05  0.4852
H24 0.49 1.93 -0.80  0.4760
H25 2.35 0.37 -0.34  0.7501
H26 1.48 -2.54 -0.08  0.5795
H27 2.39 -3.76 1.71  0.4281
H28 3.87 -3.96 3.65  0.4298
H29 5.13 -2.00 4.45  0.4280
H30 4.90 0.16 3.29  0.4195
H31 3.44 0.37 1.35  0.3589
H32 -1.44 -0.79 -2.56  0.6840
H33 -2.56 -2.79 -3.46  0.4838
H34 -1.45 -7.04 -4.48  0.2476
H35 0.03 -6.11 -4.81  0.3482
H36 -0.39 -6.59 -3.13  0.3509
H37 1.12 -4.93 -3.27  0.4576
H38 2.21 -2.97 -2.30  0.6611
H39 1.39 -0.13 -4.43  0.4838
H40 1.29 1.98 -5.66  0.4406

The calculation puts the HOMO-LUMO gap at 4.11 eV. As for the calculated total energy: -41484.612 eV. The energy above the lowest of the compared OMol25 structures with the same formula, charge and spin is 0.00 kcal/mol. As for the LUMO energy: -5.09 eV. As for the net charge: +1. The largest force on an atom is 2.3 eV Å⁻¹.



# 3
DFT (the ωB97M-V functional and the def2-TZVPD basis) results for a molecular structure, C34H41FeN8PSe.

Last column: Mulliken charge in e.
Positions of all 86 atoms, in Å:
Fe1 0.35 -0.01 -0.11  2.4606
N1 -1.64 -0.61 1.12  -0.2059
C1 -2.94 -0.01 1.21  -0.5420
C2 -3.81 -0.30 2.25  -0.5542
C3 -5.11 0.17 2.22  -0.8444
C4 -5.55 0.94 1.15  -0.8049
C5 -4.67 1.28 0.13  -0.4433
C6 -3.35 0.83 0.17  0.4916
P1 -2.06 1.32 -1.03  1.1420
C7 -1.50 2.99 -0.37  2.2544
C8 -0.52 3.51 -1.56  -0.6383
C9 0.49 4.71 -1.67  -0.6343
C10 0.77 5.43 0.63  -0.6137
C11 -1.66 4.40 1.49  -1.5644
C12 -2.40 3.65 0.66  -0.7512
C13 -3.09 1.84 -2.45  0.5972
C14 -3.50 0.83 -3.32  -0.6624
C15 -4.35 1.12 -4.37  -0.9672
C16 -4.81 2.41 -4.55  -0.7429
C17 -4.41 3.42 -3.68  -0.9191
C18 -3.54 3.15 -2.64  -0.0258
H1 -1.72 -1.41 0.49  0.3576
H2 -1.38 -0.96 2.04  0.0204
H3 -3.49 -0.94 3.06  0.5111
H4 -5.79 -0.08 3.02  0.4428
H5 -6.57 1.29 1.12  0.4768
H6 -5.02 1.88 -0.69  0.4819
H7 -0.85 3.26 -2.57  0.6865
H8 1.88 6.01 -0.97  0.3647
H9 1.23 6.09 1.35  0.5050
H10 -1.96 4.95 2.36  0.6227
H11 -3.44 3.39 0.77  0.6481
H12 -3.16 -0.18 -3.15  0.6218
H13 -4.66 0.33 -5.04  0.4826
H14 -5.48 2.64 -5.36  0.4459
H15 -4.78 4.43 -3.82  0.4705
H16 -3.25 3.94 -1.97  0.3781
C19 2.22 -2.86 -0.30  -1.5449
N2 1.09 -2.40 0.50  0.5282
C20 -0.01 -3.35 0.29  -1.3993
C21 1.47 -2.34 1.92  -0.9308
C22 2.30 -1.10 2.25  -1.1640
N3 1.55 0.16 2.09  0.5910
C23 0.76 0.43 3.30  -1.3193
C24 2.52 1.25 1.91  -1.2359
H17 2.53 -3.86 0.00  0.4486
H18 3.08 -2.20 -0.19  0.3956
H19 1.94 -2.89 -1.35  0.4225
H20 0.33 -4.39 0.38  0.3820
H21 -0.42 -3.21 -0.71  0.2746
H22 -0.80 -3.21 1.03  0.5527
H23 2.07 -3.22 2.20  0.4656
H24 0.57 -2.36 2.54  0.3952
H25 3.17 -1.06 1.59  0.4806
H26 2.67 -1.18 3.27  0.4197
H27 1.40 0.74 4.13  0.4618
H28 0.21 -0.45 3.61  0.4649
H29 0.04 1.23 3.11  0.1870
H30 3.33 1.18 2.64  0.4827
H31 2.04 2.22 2.04  0.3596
H32 2.95 1.21 0.91  0.2389
Se1 -0.47 -1.09 -3.73  0.3964
N4 0.64 -0.67 -2.39  -0.3978
C25 1.87 -0.49 -2.91  0.8910
C26 3.04 -0.19 -2.19  -0.4445
C27 4.21 -0.03 -2.88  -0.7178
C28 4.28 -0.19 -4.28  -0.8626
C29 3.17 -0.51 -5.01  -0.6811
C30 1.93 -0.67 -4.34  0.5806
N5 0.77 -0.97 -4.90  -0.7426
H33 2.98 -0.11 -1.11  0.4001
H34 5.12 0.20 -2.34  0.5192
H35 5.23 -0.06 -4.77  0.4660
H36 3.20 -0.67 -6.08  0.5296
N6 2.48 4.58 -3.19  -0.4348
C31 1.65 3.99 -2.32  -0.6722
C32 1.72 2.83 -1.61  -0.6442
N7 0.47 2.57 -0.96  1.2218
C33 -0.14 2.99 0.33  -0.7136
C34 -0.36 4.52 0.75  0.1136
N8 1.08 5.46 -0.66  0.2063
H37 3.27 4.07 -3.56  0.2250
H38 2.15 5.35 -3.75  0.2297
H39 2.48 2.08 -1.63  0.3998
H40 0.09 2.35 1.19  -0.7368
H41 -0.86 4.95 -0.13  0.3629

As for the spin multiplicity: 6. The calculation puts the HOMO-LUMO gap (alpha / beta) at 7.05 / 5.72 eV. As for the calculated total energy: -156834.021 eV. The energy above the lowest of the compared OMol25 structures with the same formula, charge and spin is 15.87 kcal/mol. As for the LUMO energy (alpha / beta): -8.78 / -10.16 eV. As for the net charge: +3. The largest force on an atom is 1.9 eV Å⁻¹.



# 4
DFT (the ωB97M-V functional and the def2-TZVPD basis) results for a molecular structure, C34H42BrIrN7O3.

Last column: Mulliken charge in e.
Positions of all 88 atoms, in Å:
Ir1 -0.28 -0.79 1.27  2.4696
O1 -3.85 -2.28 2.38  -0.5710
C1 -2.68 -2.04 2.27  -0.1752
N1 -2.08 -0.81 2.06  -0.0118
C2 -2.58 0.40 2.53  -0.4116
O2 -3.72 0.67 2.80  -0.5769
C3 -1.43 1.33 2.82  0.8243
C4 -1.64 2.56 3.42  -0.6263
C5 -0.54 3.35 3.72  -0.4409
C6 0.73 2.88 3.40  -1.1444
C7 0.86 1.64 2.80  -0.1781
N2 -0.20 0.88 2.52  0.2595
C8 -1.59 -3.06 2.47  0.9082
C9 -1.90 -4.34 2.86  -0.7164
C10 -0.86 -5.23 3.11  -0.4728
C11 0.44 -4.79 2.96  -1.2202
C12 0.67 -3.48 2.56  -0.2607
N3 -0.32 -2.63 2.31  0.1873
H1 -2.66 2.85 3.64  0.5743
H2 -0.67 4.31 4.19  0.4940
H3 1.61 3.46 3.62  0.4645
H4 1.83 1.24 2.53  0.5781
H5 -2.94 -4.61 2.97  0.5734
H6 -1.07 -6.25 3.42  0.4915
H7 1.28 -5.44 3.15  0.4800
H8 1.67 -3.10 2.44  0.7933
C13 1.98 3.92 -4.50  -1.5571
C14 1.89 2.39 -4.63  1.9146
C15 3.31 1.82 -4.75  -2.1161
C16 1.10 2.02 -5.90  -1.5313
C17 1.16 1.86 -3.41  0.0286
C18 1.81 1.05 -2.45  -0.7003
C19 1.10 0.65 -1.36  0.4643
Br1 1.97 -0.32 0.03  -0.0620
C20 -0.27 1.00 -1.13  0.0861
O3 -0.86 0.67 -0.06  -1.0575
C21 -0.95 1.80 -2.14  -0.7774
C22 -0.19 2.21 -3.20  -0.6055
C23 -2.40 2.25 -2.00  2.4062
C24 -3.02 2.52 -3.38  -2.0408
C25 -2.39 3.57 -1.19  -1.5750
C26 -3.33 1.24 -1.30  -1.7356
H9 2.50 4.32 -5.37  0.4638
H10 2.52 4.21 -3.61  0.3718
H11 0.99 4.38 -4.47  0.3267
H12 3.76 2.20 -5.67  0.4421
H13 3.31 0.73 -4.81  0.4405
H14 3.95 2.13 -3.92  0.3987
H15 1.64 2.38 -6.77  0.4679
H16 0.11 2.47 -5.92  0.3384
H17 0.99 0.94 -5.99  0.3733
H18 2.84 0.76 -2.57  0.6401
H19 -0.65 2.83 -3.95  0.3468
H20 -2.58 3.38 -3.88  0.4470
H21 -4.08 2.74 -3.26  0.4763
H22 -2.93 1.65 -4.04  0.4331
H23 -1.79 4.33 -1.69  0.3411
H24 -1.98 3.41 -0.19  0.2551
H25 -3.40 3.94 -1.09  0.4346
H26 -3.32 0.29 -1.83  0.3118
H27 -4.35 1.62 -1.35  0.6440
H28 -3.09 1.09 -0.25  0.1104
C27 3.82 -1.28 6.34  -0.8840
N4 4.07 -0.82 4.97  0.0064
C28 5.19 0.09 4.71  -0.9141
C29 3.14 -0.97 4.06  0.3269
N5 2.32 -1.11 3.24  -0.4013
H29 4.77 -1.39 6.84  0.2955
H30 3.33 -2.25 6.31  0.3262
H31 3.20 -0.58 6.89  0.3175
H32 6.07 -0.29 5.24  0.3337
H33 4.98 1.10 5.06  0.3216
H34 5.41 0.10 3.65  0.3294
C30 -3.68 -3.19 -2.12  -1.3090
C31 -2.32 -3.05 -1.53  0.6107
C32 -1.17 -3.80 -1.66  -1.1995
C33 -0.19 -3.18 -0.88  0.4130
N6 -0.71 -2.10 -0.29  0.4349
N7 -2.01 -2.04 -0.70  0.6139
C34 1.23 -3.61 -0.73  -1.3959
H35 -3.70 -4.05 -2.78  0.3997
H36 -3.95 -2.31 -2.71  0.2718
H37 -4.43 -3.33 -1.34  0.2964
H38 -1.05 -4.69 -2.26  0.5784
H39 -2.58 -1.26 -0.42  -0.0464
H40 1.29 -4.70 -0.70  0.4178
H41 1.69 -3.22 0.18  0.0909
H42 1.81 -3.27 -1.58  0.2691

As for the spin multiplicity: 2. The calculation puts the HOMO-LUMO gap (alpha / beta) at 8.69 / 5.96 eV. As for the calculated total energy: -125382.273 eV. The energy above the lowest of the compared OMol25 structures with the same formula, charge and spin is 16.40 kcal/mol. As for the LUMO energy (alpha / beta): -5.29 / -8.03 eV. As for the net charge: +2. The largest force on an atom is 1.2 eV Å⁻¹.



# 5
DFT (the ωB97M-V functional and the def2-TZVPD basis) results for a molecular structure, C34H42ClN5O2PPtS2.

Last column: Mulliken charge in e.
Positions of all 88 atoms, in Å:
Pt1 0.22 0.70 0.19  3.0718
C1 3.73 0.92 3.46  -1.7929
C2 2.37 1.05 2.84  0.1549
N1 2.18 0.61 1.63  0.7197
N2 3.24 0.06 1.04  -0.9045
C3 3.35 0.14 -0.25  0.3579
S1 2.35 1.14 -1.24  -0.5600
S2 4.74 -0.63 -1.00  -0.0343
C4 4.86 -2.21 -0.06  -1.2637
C5 4.12 -3.33 -0.74  0.9475
C6 3.05 -3.97 -0.13  -0.2673
C7 2.37 -4.99 -0.78  -0.6177
C8 2.75 -5.38 -2.06  -0.5100
C9 3.81 -4.73 -2.68  -0.6633
C10 4.49 -3.72 -2.03  -0.4132
C11 1.31 1.71 3.57  0.4936
C12 1.33 1.72 4.97  -0.9977
C13 0.43 2.43 5.72  -0.8680
C14 -0.54 3.23 5.07  -0.5325
C15 -0.61 3.26 3.71  -0.3789
C16 0.27 2.47 2.89  0.3909
O1 0.12 2.51 1.64  -0.7715
H1 4.48 1.23 2.74  0.4075
H2 3.92 -0.13 3.71  0.2950
H3 3.83 1.52 4.36  0.5701
H4 4.50 -2.01 0.95  0.4006
H5 5.92 -2.44 -0.02  0.5420
H6 2.75 -3.69 0.88  0.2865
H7 1.56 -5.50 -0.28  0.4317
H8 2.23 -6.18 -2.56  0.4396
H9 4.13 -5.03 -3.68  0.4258
H10 5.31 -3.21 -2.51  0.3768
H11 2.06 1.10 5.48  0.5755
H12 0.46 2.39 6.80  0.4435
H13 -1.24 3.80 5.66  0.4541
H14 -1.35 3.86 3.20  0.4598
Cl1 -1.77 -3.31 1.07  -0.1614
C17 -2.61 -1.95 1.74  0.7473
C18 -3.97 -2.07 1.99  -0.7255
C19 -4.65 -1.03 2.59  -0.4265
C20 -3.98 0.14 2.92  -1.0141
C21 -2.63 0.25 2.67  0.4402
C22 -1.89 -0.79 2.08  0.0719
C23 -0.46 -0.70 1.93  -2.0538
H15 -4.48 -2.99 1.75  0.4957
H16 -5.70 -1.14 2.84  0.4146
H17 -4.50 0.96 3.39  0.4442
H18 -2.10 1.16 2.94  0.3088
H19 0.04 -1.64 1.69  0.6994
H20 0.01 -0.14 2.73  0.5452
C24 1.04 4.37 -1.60  -1.2232
C25 -0.38 4.09 -1.11  -0.6228
P1 -0.92 2.33 -1.22  0.2467
C26 -2.66 2.43 -0.62  -0.1877
C27 -3.61 3.46 -1.22  -1.4824
C28 -0.82 1.95 -3.03  0.2331
C29 -2.14 1.84 -3.78  -1.6330
H21 1.28 5.42 -1.45  0.4092
H22 1.16 4.15 -2.66  0.3546
H23 1.77 3.78 -1.05  0.2110
H24 -1.09 4.68 -1.68  0.4009
H25 -0.45 4.36 -0.06  0.2892
H26 -2.52 2.64 0.45  0.2525
H27 -3.08 1.44 -0.69  0.1137
H28 -3.16 4.44 -1.36  0.3175
H29 -4.46 3.59 -0.55  0.4287
H30 -4.01 3.13 -2.18  0.3043
H31 -0.26 1.02 -3.12  -0.0994
H32 -0.20 2.73 -3.48  0.5741
H33 -2.82 1.13 -3.30  0.2770
H34 -1.95 1.48 -4.79  0.4357
H35 -2.64 2.80 -3.86  0.4024
C30 -3.56 -2.30 -1.92  -0.8649
N3 -2.14 -2.14 -2.23  0.4368
C31 -1.52 -2.93 -3.14  -0.4543
C32 -0.23 -2.75 -3.45  -1.2462
C33 0.50 -1.74 -2.75  0.7946
N4 -0.09 -1.04 -1.77  0.2848
C34 -1.41 -1.18 -1.54  -0.7703
O2 -2.00 -0.42 -0.77  -0.5664
N5 1.74 -1.47 -3.10  -0.0179
H36 -4.05 -2.83 -2.73  0.4231
H37 -4.01 -1.32 -1.79  0.2179
H38 -3.68 -2.85 -0.99  0.2437
H39 -2.14 -3.68 -3.63  0.4672
H40 0.27 -3.35 -4.20  0.4902
H41 2.20 -2.01 -3.81  0.2762
H42 2.24 -0.72 -2.64  -0.1720

As for the spin multiplicity: 5. The calculation puts the HOMO-LUMO gap (alpha / beta) at 7.04 / 5.28 eV. As for the calculated total energy: -94206.398 eV. As for the LUMO energy (alpha / beta): -2.57 / -5.24 eV. As for the net charge: +1. The largest force on an atom is 1.3 eV Å⁻¹.